No. 1
A 8-piece molecular cluster, C37H38F40O11 overall at a distorted geometry, computed with ωB97M-V/def2-TZVPD.

Geometry (Å):
C: 4.3215 4.8422 0.2064
C: 3.2535 3.7377 0.0504
C: 2.0247 4.1640 -0.7296
F: 2.2088 4.3111 -2.0731
F: 0.8970 3.4052 -0.5754
F: 3.7693 2.5774 -0.4189
F: 2.8583 3.5158 1.3371
O: 3.6312 6.0518 0.4736
C: 4.4248 7.1604 0.6608
C: 3.4548 8.3374 0.6833
F: 2.5898 8.2098 1.7258
F: 4.0237 9.5454 0.7145
F: 5.0122 7.0686 1.8807
F: 5.3406 7.2883 -0.2905
H: 4.9936 4.7852 -0.6514
H: 4.8608 4.5483 1.1070
H: 1.7228 5.1607 -0.3855
H: 2.8380 8.2017 -0.2135
C: 1.8043 -1.7756 -3.5375
C: 2.8318 -0.6377 -3.4184
C: 2.0586 0.6658 -3.2514
F: 1.1479 1.0365 -4.1849
F: 1.4572 0.7006 -1.9951
F: 3.7401 -0.8392 -2.4808
F: 3.3870 -0.5002 -4.6640
O: 2.3954 -2.9820 -4.0763
C: 2.5678 -3.9470 -3.1245
C: 3.2929 -5.1290 -3.7895
F: 4.5924 -4.9244 -4.1318
F: 3.2178 -6.2194 -2.9946
F: 3.1980 -3.5244 -2.0305
F: 1.3566 -4.3815 -2.7049
H: 1.0940 -1.5556 -4.3320
H: 1.3267 -1.9796 -2.5805
H: 2.7388 1.5350 -3.1874
H: 2.8403 -5.3948 -4.7488
C: -3.7878 -5.2891 -1.7431
C: -3.6212 -6.7748 -1.9640
C: -4.3114 -7.2880 -3.2266
F: -5.0843 -8.3932 -3.0417
F: -5.1160 -6.3190 -3.7603
F: -2.3042 -7.0934 -1.8714
F: -4.2290 -7.4324 -0.9132
O: -3.0507 -4.8649 -0.6207
C: -2.5968 -3.5344 -0.6894
C: -1.3495 -3.4453 -1.5869
F: -1.6499 -3.4585 -2.8999
F: -0.6358 -2.3215 -1.3015
F: -3.6598 -2.7758 -1.0402
F: -2.2830 -3.2261 0.5673
H: -4.8469 -5.0374 -1.7317
H: -3.4196 -4.8680 -2.6872
H: -3.5760 -7.6368 -3.9661
H: -0.7029 -4.3021 -1.3746
C: 5.0194 -4.1757 3.8059
C: 6.5561 -4.1440 3.6663
C: 7.1254 -2.7408 3.5962
F: 6.9482 -2.0573 4.7621
F: 8.4426 -2.7518 3.2808
F: 7.0474 -4.9925 4.5995
F: 6.8172 -4.7375 2.4510
O: 4.3690 -3.3840 2.8426
C: 3.2388 -3.8510 2.2357
C: 2.8674 -2.8314 1.1605
F: 3.8958 -2.4256 0.4141
F: 1.8436 -3.3068 0.4043
F: 3.5660 -5.0551 1.6789
F: 2.2567 -4.0589 3.1118
H: 4.7742 -3.9275 4.8437
H: 4.6941 -5.2143 3.7330
H: 6.5993 -2.1956 2.8047
H: 2.4524 -1.9523 1.6689
C: -4.2303 0.6774 -2.3271
C: -5.7657 0.6356 -2.4059
C: -6.3290 1.7837 -3.2520
F: -7.5885 2.0501 -2.8265
F: -5.6300 2.9394 -3.0974
F: -6.1587 -0.5560 -2.9059
F: -6.2293 0.7461 -1.1445
O: -3.6294 0.5202 -3.6122
C: -2.8554 -0.5950 -3.8618
C: -2.3222 -0.3855 -5.2914
F: -1.8483 0.8596 -5.5175
F: -1.4087 -1.3282 -5.5939
F: -1.8843 -0.7077 -2.9389
F: -3.6044 -1.7073 -3.8801
H: -3.8789 -0.1277 -1.6783
H: -3.8405 1.6017 -1.9079
H: -6.2332 1.5556 -4.3171
H: -3.1997 -0.4767 -5.9416
O: -2.8878 1.9478 0.5668
C: -1.8313 1.4801 0.9077
O: -1.1097 2.0308 1.8940
C: 0.1187 1.2773 2.1003
C: -0.1008 -0.0755 1.3453
C: -1.1149 0.3645 0.2448
H: 0.3179 1.2391 3.1669
H: 0.8870 1.8740 1.6050
H: -0.4368 -0.8956 1.9729
H: 0.8081 -0.3423 0.8058
H: -1.7984 -0.4349 -0.0301
H: -0.5592 0.7125 -0.6243
O: -2.8299 -1.2895 3.6472
C: -3.3543 -0.2518 3.9209
O: -2.8047 0.6760 4.7331
C: -3.6882 1.8250 4.7133
C: -5.0562 1.2320 4.5106
C: -4.7290 0.2841 3.3869
H: -3.3586 2.3697 3.8197
H: -3.4116 2.4838 5.5334
H: -5.6914 2.0853 4.2601
H: -5.4307 0.7547 5.4155
H: -4.5198 0.8095 2.4518
H: -5.4230 -0.5219 3.1687
O: -2.4519 5.3516 4.8371
C: -1.4844 5.6566 4.1999
O: -0.2936 5.9719 4.7261
C: 0.7636 6.0743 3.7805
C: 0.1238 5.2547 2.6089
C: -1.3491 5.5535 2.7004
H: 1.6283 5.4787 4.0552
H: 0.9172 7.0995 3.4514
H: 0.4461 4.2200 2.7089
H: 0.5232 5.6134 1.6549
H: -2.0972 4.8404 2.3682
H: -1.6468 6.5693 2.4144

Properties
SMILES   FC(F)C(F)(F)COC(F)(F)C(F)F.FC(F)C(F)(F)COC(F)(F)C(F)F.FC(F)C(F)(F)COC(F)(F)C(F)F.FC(F)C(F)(F)COC(F)(F)C(F)F.FC(F)C(F)(F)COC(F)(F)C(F)F.O=C1CCCO1.O=C1CCCO1.O=C1CCCO1
Spin multiplicity   1
ΔE to the lowest compared entry with this formula, charge and spin   0.00 kJ/mol
Maximum force   0.077 Eh/bohr

Löwdin atomic charge list, values in e, 4 entries: C -0.039; C -0.428; C -0.281; F 0.090


No. 2
C26H36AlAsBrGeSi as an isolated structure, computed with ωB97M-V/def2-TZVPD.

Geometry (Å):
Al: 0.4228 0.1313 -1.5318
C: 3.4462 1.1082 4.7140
C: 3.8803 0.4054 3.5961
C: 2.9792 0.0612 2.5998
C: 1.6325 0.4052 2.7149
C: 1.2031 1.1110 3.8319
C: 2.1091 1.4595 4.8286
As: 0.4721 -0.2157 1.2681
C: -1.2512 0.5171 1.7891
C: -2.3844 -0.2747 1.9396
C: -3.6236 0.3081 2.1806
C: -3.7382 1.6876 2.2630
C: -2.6142 2.4865 2.0864
C: -1.3800 1.9068 1.8372
C: 0.3118 -2.0582 1.9580
C: -0.2954 -2.3971 3.1661
C: -0.3561 -3.7208 3.5788
C: 0.2026 -4.7221 2.7913
C: 0.8273 -4.3924 1.5972
C: 0.8769 -3.0658 1.1802
H: 4.1502 1.3864 5.4888
H: 4.9236 0.1314 3.4961
H: 3.3220 -0.4755 1.7215
H: 0.1609 1.3855 3.9358
H: 1.7645 2.0085 5.6969
H: -2.3087 -1.3521 1.8609
H: -4.4989 -0.3195 2.2944
H: -4.7045 2.1421 2.4460
H: -2.7038 3.5651 2.1168
H: -0.5192 2.5313 1.6334
H: -0.7148 -1.6195 3.7950
H: -0.8378 -3.9728 4.5162
H: 0.1497 -5.7563 3.1094
H: 1.2701 -5.1682 0.9841
H: 1.3567 -2.8094 0.2413
C: -1.6401 -4.0675 -2.9306
Si: -1.0393 -2.3235 -3.2831
C: 0.5467 -2.4544 -4.2637
C: -2.3187 -1.4850 -4.3660
C: -0.8336 -1.3868 -1.7116
H: -1.7374 -4.6563 -3.8493
H: -2.6164 -4.0424 -2.4359
H: -0.9438 -4.5886 -2.2651
H: 0.4125 -3.0463 -5.1753
H: 1.3435 -2.9071 -3.6676
H: 0.8942 -1.4573 -4.5498
H: -2.3196 -1.9037 -5.3773
H: -2.1088 -0.4135 -4.4405
H: -3.3234 -1.6003 -3.9481
H: -0.6324 -2.1101 -0.9094
H: -1.8016 -0.9252 -1.4661
C: -0.6656 4.8539 -2.4083
Ge: 0.6760 3.4256 -2.1713
C: 2.1445 4.2379 -1.1172
C: 1.4981 3.1870 -3.9550
C: -0.0430 1.9128 -1.3163
H: -0.1909 5.7863 -2.7277
H: -1.1940 5.0340 -1.4687
H: -1.4009 4.5627 -3.1627
H: 2.5537 5.1403 -1.5843
H: 2.9496 3.5046 -1.0123
H: 1.7884 4.4889 -0.1149
H: 1.9497 4.1175 -4.3151
H: 0.7512 2.8528 -4.6800
H: 2.2771 2.4214 -3.8929
H: -1.1408 1.9888 -1.2952
Br: 2.6339 -0.5647 -1.8643

Properties
Spin multiplicity   1
ΔE to the lowest compared entry with this formula, charge and spin   0.00 kJ/mol
Maximum force   0.011 Eh/bohr
Net charge   -1

Löwdin atomic charge list, values in e, 4 entries: Al -0.337; C -0.104; C -0.092; C -0.108


No. 3
C10H9Cl2NOSr as an isolated structure at a distorted geometry, computed with ωB97M-V/def2-TZVPD.

Geometry (Å):
Sr: -0.0353 -0.4783 -1.8897
C: 0.2855 -0.4536 -5.6149
H: -0.1187 0.5554 -5.5950
H: 1.3618 -0.4674 -5.7358
H: -0.1558 -0.9698 -6.4667
H: 0.0142 -0.9778 -4.6656
H: 0.1661 -2.7151 -1.5385
Cl: 4.0248 0.6451 1.0410
C: 2.4031 0.5574 1.4793
C: 2.0295 0.8593 2.7802
C: 0.7066 0.8156 3.2469
Cl: 0.3716 1.2003 4.8548
C: -0.3605 0.4360 2.3534
C: -1.6932 0.3785 2.7790
C: -2.7484 -0.0132 1.8912
C: -2.3840 -0.3424 0.5901
N: -1.0777 -0.2695 0.2091
C: -0.0259 0.1033 1.0025
C: 1.4159 0.1739 0.5560
O: 1.8634 -0.0872 -0.6313
H: 2.7923 1.1470 3.4956
H: -1.9597 0.6192 3.7718
H: -3.7340 -0.0532 2.2190
H: -3.1416 -0.6637 -0.1326

Properties
Spin multiplicity   1
ΔE to the lowest compared entry with this formula, charge and spin   71.17 kJ/mol
Maximum force   0.071 Eh/bohr

Löwdin atomic charge list, values in e, 4 entries: Sr 1.208; C -0.042; H 0.018; H 0.026